Molecular formula: C9H20OSi
Method: DFT, ωB97M-V with the def2-TZVPD basis set

SMILES: CC=C(C(C)C)C(C)C.O=[SiH2]
LUMO level in eV: -0.53
Highest occupied orbital energy in eV: -8.3
Max |F| in Eh/bohr: 0.0115

Structure (XYZ):
```
31
Properties=species:S:1:pos:R:3:forces:R:3
Si 4.49143 -0.36022 0.17704 0.398 -0.200 -0.045
O 3.11132 0.19574 0.40064 -0.549 0.195 0.113
C -0.63609 1.59663 0.51166 0.119 0.208 -0.191
C 0.69321 2.35387 0.49403 -0.176 -0.159 0.195
C -1.28572 -0.86935 0.80565 -0.023 -0.233 -0.110
C -0.52778 0.16735 0.00039 -0.121 0.243 0.041
C 0.16613 -0.07193 -1.10703 -0.025 -0.025 0.024
C -2.53845 -1.37399 0.08078 0.055 0.107 0.193
C 0.39929 -1.36534 -1.81991 -0.076 0.017 0.060
C -0.38313 -2.02728 1.24009 -0.136 0.167 0.102
C -1.68361 2.36332 -0.30138 -0.017 -0.059 0.271
H 1.48579 1.73532 0.90153 0.120 0.021 0.002
H -0.20062 -2.71818 0.42417 0.073 -0.116 -0.109
H -3.22940 -0.55228 -0.09783 -0.088 0.026 -0.057
H 0.60760 3.26205 1.08747 -0.016 0.163 0.014
H -0.39642 -2.08354 -1.65166 0.025 -0.147 -0.045
H -1.75509 3.39116 0.04870 -0.069 0.154 0.021
H -0.97469 1.56275 1.55302 0.012 -0.051 -0.059
H 5.55253 0.30500 -0.56486 0.221 0.260 -0.224
H 0.67836 0.75894 -1.57099 0.059 0.232 0.037
H -0.84693 -2.58191 2.05398 -0.042 -0.107 0.065
H -2.66428 1.90069 -0.21107 -0.145 -0.017 -0.052
H 1.33963 -1.80520 -1.48501 0.087 -0.135 -0.021
H 0.57214 -1.63854 1.58311 0.154 -0.038 0.061
H -1.40692 2.37323 -1.35362 0.044 -0.003 -0.094
H 4.95578 -1.64737 0.67574 0.043 -0.354 0.164
H 0.97107 2.63998 -0.51684 0.078 0.042 -0.150
H -3.04550 -2.12145 0.68997 -0.094 -0.073 0.027
H -1.63398 -0.37950 1.72274 0.073 -0.003 -0.098
H 0.48175 -1.18693 -2.89194 -0.008 -0.066 -0.047
H -2.29744 -1.82303 -0.87858 0.024 -0.050 -0.089
```
Forces are in eV/Å.

These are the Löwdin partial charges, in e, on atoms 1 to 4:
1. Si 0.646
2. O -0.426
3. C -0.384
4. C -0.080

Molecular formula: C9H20OSi
Method: DFT, ωB97M-V with the def2-TZVPD basis set

SMILES: C/C=C\O[Si](CC)(CC)CC
LUMO level in eV: 0.92
Highest occupied orbital energy in eV: -8.6
Max |F| in Eh/bohr: 0.0870

Structure (XYZ):
```
31
Properties=species:S:1:pos:R:3:forces:R:3
Si -0.39955 -0.08584 0.23209 -0.439 -0.158 -1.183
O 0.76782 0.12998 1.38294 -1.874 -1.137 -1.202
C 2.95685 0.06017 -0.65796 2.852 1.129 -1.913
C -0.37324 -1.70025 -0.80546 2.978 0.997 1.841
C -3.24106 -0.09861 0.40404 -1.571 2.347 -3.472
C 2.04314 0.35628 1.58457 1.682 0.582 -0.857
C -0.15309 2.73026 -0.14863 -1.250 0.191 -3.661
C -1.98662 -0.10556 1.28476 -0.967 -2.913 -0.120
C 3.09516 0.40162 0.78127 -0.603 -0.084 -1.609
C 0.28061 -2.77527 0.06133 1.430 -0.876 -3.407
C -0.37091 1.37098 -0.95733 -0.550 1.144 -1.326
H -0.11823 3.57190 -0.96000 0.548 -1.307 1.574
H -4.21936 -0.23662 0.84210 0.043 -0.476 1.018
H 1.34085 -2.41546 0.09990 -0.766 -0.846 0.838
H 3.57986 0.82504 -1.35846 -1.686 -1.415 1.572
H 1.97038 -0.04462 -1.04321 -0.716 0.012 -0.243
H 0.24111 -1.70668 -1.66361 0.190 0.783 -1.492
H 3.51063 -0.86337 -0.84498 -0.183 -0.243 -0.121
H -1.39735 1.29261 -1.55224 1.973 0.503 1.160
H -2.20162 -1.18737 1.77146 1.405 2.380 -0.370
H 0.26304 -3.81984 -0.47136 -0.091 1.810 1.351
H 4.11693 0.70421 0.98324 -0.405 -0.056 1.082
H -1.05928 3.00000 0.37360 0.190 -0.137 1.027
H -1.95021 0.68327 2.04330 -0.277 -0.303 -0.041
H -3.50607 0.94541 -0.11966 1.145 -1.851 0.891
H -0.29050 -2.68216 0.90994 -0.451 -0.953 2.795
H 2.08997 0.63490 2.55047 1.101 0.864 3.436
H -3.28822 -0.83181 -0.49763 0.669 1.021 1.579
H -1.34431 -1.89850 -1.01265 -3.060 -0.785 -0.947
H 0.45732 1.45777 -1.76111 -1.330 -0.951 1.205
H 0.77956 2.56828 0.36775 0.014 0.728 0.596
```
Forces are in eV/Å.

These are the Löwdin partial charges, in e, on atoms 1 to 4:
1. Si 0.516
2. O -0.119
3. C -0.123
4. C -0.286

Molecular formula: C9H20S2
Method: DFT, ωB97M-V with the def2-TZVPD basis set

SMILES: CC(C)(C)C(S)S.C=C(C)C
LUMO level in eV: 0.60
Highest occupied orbital energy in eV: -8.5
Max |F| in Eh/bohr: 0.0843

Structure (XYZ):
```
31
Properties=species:S:1:pos:R:3:forces:R:3
S -2.84877 1.78101 -0.76371 -2.897 2.343 0.988
S -0.66630 1.87212 1.34472 0.459 0.606 -1.723
C -2.55358 -0.64235 1.39354 -1.823 -1.199 -0.818
C -1.47853 0.97611 -0.13638 1.946 -0.571 1.324
C -2.44020 -1.16904 -1.02722 -2.768 -0.187 -3.329
C -1.75113 -0.53852 0.12408 1.850 1.484 1.033
C 1.82590 1.36464 -1.03765 -0.316 1.657 -0.366
C -0.39874 -1.23781 0.40497 2.059 0.037 -1.412
C 2.95091 0.61739 0.98547 0.049 -0.483 3.654
C 2.57705 0.50185 -0.39719 -0.626 0.850 -1.191
C 3.09449 -0.70395 -1.08109 2.835 -2.215 1.185
H 4.15758 -0.82842 -0.56065 -1.794 -0.087 -1.407
H 0.16561 2.67899 0.48996 -1.412 -1.114 1.505
H 2.41018 1.28619 1.72162 0.203 -0.359 -1.500
H 4.01085 0.78961 1.18476 0.141 0.016 -0.409
H -3.59662 1.97999 0.46704 1.216 -0.288 -1.887
H -3.23683 -0.52109 -1.68240 2.215 -1.087 1.865
H -0.64926 -2.24378 0.78067 0.401 0.070 -0.487
H -3.15035 -1.62231 1.27407 0.852 1.486 0.947
H 1.47237 2.37189 -0.71928 0.501 -1.142 0.026
H -3.11733 -1.97207 -0.72177 0.324 -0.154 0.287
H -3.26617 0.20371 1.46068 0.286 -0.645 0.391
H 3.25670 -0.79495 -2.18226 -0.456 0.760 0.880
H -1.82559 -0.67328 2.18106 -0.277 0.035 0.932
H 1.65756 1.12151 -2.04796 -0.491 0.063 -1.292
H -0.67235 1.11645 -0.84925 -0.099 -0.359 -0.476
H 0.17289 -1.26413 -0.65266 -0.999 -0.327 2.518
H 2.77043 -0.39249 1.39643 0.184 0.163 0.244
H 0.35192 -0.78487 1.19823 -1.921 -0.442 -1.641
H 2.57453 -1.64266 -0.75616 0.161 0.773 -0.169
H -1.79723 -1.62974 -1.79166 0.196 0.315 0.325
```
Forces are in eV/Å.

These are the Löwdin partial charges, in e, on atoms 1 to 4:
1. S 0.737
2. S 0.668
3. C -0.091
4. C -0.995

Molecular formula: C9H21AlF3O5
Method: DFT, ωB97M-V with the def2-TZVPD basis set

LUMO level in eV: -8.79
Highest occupied orbital energy in eV: -12.2
Max |F| in Eh/bohr: 0.0535
Charge: +1

Structure (XYZ):
```
39
Properties=species:S:1:pos:R:3:forces:R:3
Al -1.77988 0.51574 1.43713 1.208 -0.104 -0.306
F -0.13304 -3.53565 -1.60904 0.198 0.075 0.526
F 1.30542 -2.70633 -3.00160 0.075 0.064 0.584
F -0.69078 -1.94744 -2.93877 -0.280 0.209 0.053
O -3.58783 -1.07245 -0.08897 0.740 0.866 0.744
O -1.97330 2.02847 3.82238 -0.180 -0.251 -0.391
O 0.87695 -0.05662 -1.72482 0.331 -0.624 -0.657
O -0.00309 -1.16804 -0.02579 -0.232 -0.540 0.532
O 0.65315 1.97084 1.74453 -0.715 0.029 0.070
C 2.33123 1.65472 -2.60354 0.146 -0.338 -0.858
C 0.73852 -1.33766 -1.16468 -0.547 2.115 1.674
C 2.94314 1.46464 1.35547 0.317 0.378 0.254
C 1.86734 1.54960 2.40910 -0.824 -0.506 -0.106
C 0.29688 -2.40511 -2.15166 -0.461 -0.200 -1.771
C 2.01517 0.15941 -2.55760 0.851 1.026 -0.588
C -3.43789 -1.96875 -1.22928 -1.272 -0.149 0.713
C -3.78774 -3.37617 -0.80058 1.346 -0.865 -0.350
C -1.00420 2.72913 4.46021 1.887 -0.823 -0.240
H -3.65188 -4.03249 -1.66578 -0.538 0.103 -0.207
H -0.25583 2.16093 5.02707 -0.484 -0.716 0.166
H -2.42935 -1.84729 -1.60970 -0.168 -0.051 0.002
H 0.70911 2.92896 1.81389 -0.504 0.056 -0.470
H -1.29370 3.53203 5.15331 -1.020 0.227 -0.342
H 3.85604 1.05841 1.79224 0.156 0.230 -0.200
H 1.64133 0.60758 2.91503 0.165 -0.122 -0.282
H 1.88827 -0.17244 -3.59015 -0.519 -0.270 0.110
H 2.71355 2.02330 -1.65551 -0.365 0.249 0.028
H -4.20187 -1.66578 -1.94627 0.427 0.228 -0.378
H -3.03968 -3.81928 -0.13803 -0.082 0.430 0.424
H 2.91196 -0.35515 -2.20155 -0.195 -0.243 0.369
H 1.98482 2.27449 3.21999 0.822 -0.059 -0.136
H 2.66889 0.88215 0.47604 -0.357 -0.420 0.383
H -0.31703 3.26417 3.77959 -0.440 0.486 -0.492
H -4.77461 -3.50745 -0.36473 -0.065 0.214 -0.152
H 3.09985 1.83022 -3.36148 0.358 -0.329 0.226
H -4.47415 -0.70062 -0.06761 -0.083 -0.162 -0.121
H 1.72964 -1.65385 -0.79262 0.229 -0.312 0.199
H 3.08328 2.46472 0.93857 0.457 0.053 0.259
H 1.52129 2.22905 -3.05478 -0.381 0.044 0.730
```
Forces are in eV/Å.

These are the Löwdin partial charges, in e, on atoms 1 to 4:
1. Al 1.344
2. F 0.182
3. F 0.150
4. F 0.145

Molecular formula: C9H21AuClNO5P2
Method: DFT, ωB97M-V with the def2-TZVPD basis set

Expectation value of S²: 2.03
LUMO level (spin up / spin down) in eV: -8.71 / -10.96
Highest occupied orbital energy (spin up / spin down) in eV: -15.1 / -16.5
Spin multiplicity: 3
Max |F| in Eh/bohr: 0.1338
Charge: +2

Structure (XYZ):
```
40
Properties=species:S:1:pos:R:3:forces:R:3
Au -0.32076 0.07753 0.07634 2.394 -0.832 -0.273
Cl 1.95275 -0.31418 -1.02580 -1.100 -0.423 0.191
P -1.30620 0.28107 -2.03656 -1.611 1.198 -0.566
P 1.30185 -0.05488 1.89256 0.077 0.958 2.286
O -1.15004 2.70859 2.81999 -1.793 0.809 -0.317
O 0.83822 -2.87842 0.52151 1.442 2.909 -5.253
O -2.34887 0.45370 2.00680 2.139 0.518 -4.517
O -2.29025 2.04113 0.25964 1.472 -4.313 0.674
O -3.30431 3.26948 2.45142 2.219 -0.550 0.249
N -2.23738 2.75500 2.26856 -0.647 2.414 3.041
C 2.87647 -0.96173 1.86666 -0.061 -0.389 -0.830
C 1.24205 -2.52473 -0.54977 -0.920 -3.548 5.820
C 1.82245 -3.10186 -1.73125 0.247 0.753 -1.920
C -1.99366 1.03306 0.92979 -4.181 1.550 1.539
C -3.08549 -0.06585 -1.99855 -0.045 -0.308 0.065
C 1.78920 1.67091 2.17918 -0.225 -0.099 -0.467
C -1.11160 2.04558 -2.41749 0.269 -0.157 0.251
C 0.51566 -0.62999 3.41847 -0.393 -0.185 -0.256
C -0.62136 -0.62241 -3.43438 0.312 -0.413 -0.001
H -3.21251 -1.11582 -1.71049 -0.151 0.132 -0.156
H 2.51239 1.74361 2.99549 -0.044 -0.106 -0.093
H -1.68564 2.31740 -3.30872 0.123 -0.045 0.106
H -0.04313 2.22972 -2.56979 -0.151 0.137 -0.147
H -1.19878 -0.37583 -4.33986 0.176 -0.048 0.332
H -0.68296 -1.70354 -3.25608 -0.100 0.196 -0.156
H 1.40068 -2.46312 -2.54050 0.551 -0.737 0.026
H -3.61706 0.55646 -1.26954 0.289 -0.074 -0.183
H 2.69500 -2.03546 1.78268 0.114 0.126 0.253
H 0.13363 -1.63728 3.23409 0.050 -0.015 0.194
H 2.22667 2.04372 1.25073 0.140 0.151 0.132
H 0.89945 2.25965 2.41079 0.204 -0.074 -0.004
H -3.52988 0.10564 -2.98408 0.114 -0.083 0.082
H -1.45131 2.60992 -1.53879 0.103 -0.085 -0.616
H 2.90950 -2.83149 -1.66997 -0.741 -0.426 -0.145
H 1.61901 -4.18740 -1.90243 0.057 0.859 0.600
H 3.45719 -0.65509 0.99709 0.148 0.034 0.286
H 0.42920 -0.34370 -3.58129 -0.252 -0.002 -0.046
H -0.33800 0.00394 3.66679 0.132 0.017 -0.001
H 3.44652 -0.75717 2.77825 -0.320 0.105 -0.026
H 1.23409 -0.65160 4.24311 -0.036 0.047 -0.154
```
Forces are in eV/Å.

These are the Löwdin partial charges, in e, on atoms 1 to 4:
1. Au 0.738
2. Cl 0.371
3. P 0.705
4. P 0.718

Molecular formula: C9H21BiF3IO4P2S
Method: DFT, ωB97M-V with the def2-TZVPD basis set

LUMO level (spin up / spin down) in eV: -9.76 / -9.77
Highest occupied orbital energy (spin up / spin down) in eV: -15.9 / -15.9
Max |F| in Eh/bohr: 0.0808
Charge: +2

Structure (XYZ):
```
42
Properties=species:S:1:pos:R:3:forces:R:3
Bi 0.83182 -2.51628 -1.75570 -0.892 3.148 2.560
I -0.92935 1.18861 1.09427 -0.143 1.546 -0.425
S -1.05360 3.76618 1.00363 -0.016 0.939 -0.299
P 1.17114 0.47551 -2.68410 -0.268 1.152 -2.245
P -1.09427 -2.87365 0.58569 -1.425 -1.576 1.026
F -1.87011 5.09778 3.13652 0.184 -1.122 -0.652
F -3.15125 3.41366 2.59714 1.441 0.097 -0.050
F -1.19990 3.06462 3.58953 -0.620 0.646 -1.093
O 1.80331 -0.08312 3.54739 1.226 1.701 -1.164
O 3.08662 1.66705 2.61065 -1.397 -1.851 0.788
O 0.22740 4.42307 1.10525 -1.064 -1.338 0.003
O -1.99919 4.15454 -0.01080 0.766 -0.787 0.942
C -1.87635 3.82819 2.70808 -0.954 0.801 1.539
C -0.76622 -4.60753 1.12151 0.607 -0.131 -0.681
C 1.98120 1.94003 -1.90481 0.150 -0.119 1.084
C 2.44511 0.79328 3.07314 0.114 0.122 0.314
C -2.93490 -2.86964 0.52352 -0.165 0.335 -0.942
C -0.95002 -2.17567 2.28440 0.700 1.082 -0.439
C 1.28754 -0.90856 0.12072 2.203 -1.400 -0.129
C -0.14822 1.42904 -3.57792 -0.537 -0.848 0.428
C 2.38655 0.26710 -4.03511 0.238 -0.866 0.002
H 0.14587 -4.60430 1.73877 -0.292 -0.135 -0.218
H 2.19699 -0.65943 -4.59124 0.126 0.293 -0.079
H -3.33542 -3.60807 1.23876 0.341 0.302 -0.262
H -0.61011 -5.26331 0.25422 -0.141 -0.048 0.374
H 0.09813 -2.16585 2.60321 -0.243 0.003 0.176
H 3.39098 0.21703 -3.59164 -0.200 -0.048 -0.254
H -3.28976 -3.11177 -0.48704 -0.058 0.012 0.327
H 2.32084 1.13222 -4.71173 0.069 -0.306 0.274
H -1.54508 -2.80632 2.96179 0.137 0.082 -0.407
H -1.34078 -1.14409 2.29827 0.129 -0.541 0.251
H 0.31055 1.94184 -4.43684 -0.145 -0.177 0.373
H 2.25166 -1.38656 0.38757 -0.341 0.605 0.285
H -0.57392 2.15699 -2.87237 -0.018 -0.288 -0.329
H -1.62043 -4.95936 1.72319 0.380 0.158 -0.287
H 2.82453 2.23914 -2.54685 -0.333 -0.214 0.202
H 2.36837 1.72269 -0.90582 0.160 0.230 -0.093
H -3.30523 -1.86811 0.78983 0.125 -0.298 -0.144
H 0.63498 -0.92940 1.00733 0.288 -0.230 -0.955
H -0.93067 0.73628 -3.91457 0.102 0.420 -0.099
H 1.48218 0.10421 -0.26314 -0.360 -0.908 0.327
H 1.27900 2.78195 -1.81468 0.126 -0.443 -0.026
```
Forces are in eV/Å.

These are the Löwdin partial charges, in e, on atoms 1 to 4:
1. Bi 1.349
2. I 0.840
3. S 0.494
4. P 0.779

The highest max |F| belongs to which entry?
C9H21AuClNO5P2

Please write out number 1 again, unchanged.
Molecular formula: C9H20OSi
Method: DFT, ωB97M-V with the def2-TZVPD basis set

SMILES: CC=C(C(C)C)C(C)C.O=[SiH2]
LUMO level in eV: -0.53
Highest occupied orbital energy in eV: -8.3
Max |F| in Eh/bohr: 0.0115

Structure (XYZ):
```
31
Properties=species:S:1:pos:R:3:forces:R:3
Si 4.49143 -0.36022 0.17704 0.398 -0.200 -0.045
O 3.11132 0.19574 0.40064 -0.549 0.195 0.113
C -0.63609 1.59663 0.51166 0.119 0.208 -0.191
C 0.69321 2.35387 0.49403 -0.176 -0.159 0.195
C -1.28572 -0.86935 0.80565 -0.023 -0.233 -0.110
C -0.52778 0.16735 0.00039 -0.121 0.243 0.041
C 0.16613 -0.07193 -1.10703 -0.025 -0.025 0.024
C -2.53845 -1.37399 0.08078 0.055 0.107 0.193
C 0.39929 -1.36534 -1.81991 -0.076 0.017 0.060
C -0.38313 -2.02728 1.24009 -0.136 0.167 0.102
C -1.68361 2.36332 -0.30138 -0.017 -0.059 0.271
H 1.48579 1.73532 0.90153 0.120 0.021 0.002
H -0.20062 -2.71818 0.42417 0.073 -0.116 -0.109
H -3.22940 -0.55228 -0.09783 -0.088 0.026 -0.057
H 0.60760 3.26205 1.08747 -0.016 0.163 0.014
H -0.39642 -2.08354 -1.65166 0.025 -0.147 -0.045
H -1.75509 3.39116 0.04870 -0.069 0.154 0.021
H -0.97469 1.56275 1.55302 0.012 -0.051 -0.059
H 5.55253 0.30500 -0.56486 0.221 0.260 -0.224
H 0.67836 0.75894 -1.57099 0.059 0.232 0.037
H -0.84693 -2.58191 2.05398 -0.042 -0.107 0.065
H -2.66428 1.90069 -0.21107 -0.145 -0.017 -0.052
H 1.33963 -1.80520 -1.48501 0.087 -0.135 -0.021
H 0.57214 -1.63854 1.58311 0.154 -0.038 0.061
H -1.40692 2.37323 -1.35362 0.044 -0.003 -0.094
H 4.95578 -1.64737 0.67574 0.043 -0.354 0.164
H 0.97107 2.63998 -0.51684 0.078 0.042 -0.150
H -3.04550 -2.12145 0.68997 -0.094 -0.073 0.027
H -1.63398 -0.37950 1.72274 0.073 -0.003 -0.098
H 0.48175 -1.18693 -2.89194 -0.008 -0.066 -0.047
H -2.29744 -1.82303 -0.87858 0.024 -0.050 -0.089
```
Forces are in eV/Å.

These are the Löwdin partial charges, in e, on atoms 1 to 4:
1. Si 0.646
2. O -0.426
3. C -0.384
4. C -0.080